(1)
{"formula": "C18H23Cl2N3O2", "method": "wB97M-V/def2-TZVPD", "elements": ["O", "O", "Cl", "Cl", "N", "C", "C", "C", "C", "C", "N", "N", "C", "C", "C", "C", "C", "C", "C", "C", "C", "C", "C", "C", "C", "H", "H", "H", "H", "H", "H", "H", "H", "H", "H", "H", "H", "H", "H", "H", "H", "H", "H", "H", "H", "H", "H", "H"], "xyz": [[1.0295, 3.8480, 0.0971], [-0.2103, 0.5771, -2.4961], [3.7425, 5.1095, 0.1302], [4.6110, 5.9546, -2.9052], [1.1111, 4.0685, -3.4497], [1.4199, 4.1193, -1.0434], [-0.0708, 1.4830, -1.7246], [2.2184, 4.7047, -3.6599], [2.6778, 4.8284, -1.2295], [3.1124, 5.1101, -2.5539], [0.7029, 3.7572, -2.1560], [0.5061, 1.2160, -0.5099], [-0.5094, 2.9115, -2.0429], [2.6752, 0.2411, 0.0356], [-1.7683, -0.7362, 3.1221], [0.3353, -1.8764, 3.8194], [-1.0899, -2.9494, 2.0854], [0.4213, 0.2087, 2.3774], [-1.0644, -0.9172, 0.7303], [1.0889, -2.0262, 1.4199], [1.1755, -0.0312, -0.1685], [-0.3322, -0.5036, 3.5183], [-1.8022, -1.6217, 1.8748], [0.3149, -2.7363, 2.5558], [0.4363, -0.6573, 1.0838], [2.5893, 4.8542, -4.6427], [0.7210, 2.0365, 0.0673], [-1.1543, 3.2919, -1.2353], [-1.0983, 2.8734, -2.9589], [2.8672, 0.5356, 1.0902], [3.0329, 1.0848, -0.5990], [3.1980, -0.7052, -0.2012], [-2.3047, 0.2093, 2.9756], [-2.3076, -1.2044, 3.9753], [1.3847, -1.7166, 4.1287], [-0.1488, -2.3839, 4.6646], [-1.6141, -3.5849, 2.8024], [-1.0669, -3.5238, 1.1318], [1.4129, 0.4323, 2.7065], [-0.0554, 1.2070, 2.1818], [-1.6001, 0.0120, 0.4772], [-1.0958, -1.5376, -0.1680], [1.0159, -2.6178, 0.5304], [2.1016, -1.9015, 1.7498], [1.0977, -0.7306, -0.9726], [-0.2608, 0.1542, 4.4100], [-2.8658, -1.7711, 1.5699], [0.8206, -3.6952, 2.8064]], "atomic_forces_ev_per_a": [[0.0, 0.2, -0.6], [-0.7, -0.8, -2.0], [-1.1, -0.1, -0.8], [-1.1, -0.7, 0.2], [-0.4, -0.5, 0.7], [-0.3, 0.0, 1.8], [0.8, -0.9, 1.8], [0.6, -0.1, 2.7], [2.1, 0.6, -3.0], [-1.3, -0.3, 1.9], [0.8, 1.0, -2.2], [-0.2, 1.7, -0.1], [0.2, 0.0, 0.9], [0.1, 0.0, 0.5], [-0.7, -0.3, 0.7], [0.4, 0.7, 0.0], [-0.8, -1.1, -0.2], [-0.7, 0.5, -0.8], [0.3, 0.3, -0.3], [-1.1, 0.7, 0.8], [-0.4, 0.8, 1.4], [0.8, 0.1, 0.4], [-0.6, 0.2, -0.6], [1.1, 0.0, 0.1], [-0.3, -0.1, 0.2], [-0.3, 0.1, -0.9], [-0.2, -0.5, -0.2], [0.4, 0.0, -0.2], [0.6, 0.3, -0.1], [0.1, -0.2, -0.6], [-0.2, -0.8, 0.2], [0.2, 0.7, 0.2], [0.2, 0.0, -0.3], [0.3, 0.0, -0.5], [-0.3, 0.0, -0.1], [-0.1, 0.1, -0.2], [-0.2, 0.0, 0.1], [-0.1, 0.3, 0.4], [0.9, 0.1, 0.2], [0.2, -0.8, 0.1], [0.4, -0.1, 0.1], [-0.1, -0.1, -0.1], [0.3, -0.6, -0.6], [0.8, 0.1, -0.1], [-0.5, -0.3, -0.7], [-0.1, -0.4, -0.3], [0.7, -0.1, 0.2], [-0.4, 0.4, -0.4]], "smiles": "C[C@H](NC(=O)Cn1ncc(Cl)c(Cl)c1=O)[C@]12C[C@H]3C[C@H](C[C@H](C3)C1)C2", "gap_ev": 8.35, "e_homo_ev": -9.175, "e_tot_ev": -52649.9651, "lumo_energy_ev": -0.82}

***

(2)
{"formula": "C18H23Cl36N2O", "method": "wB97M-V/def2-TZVPD", "elements": ["C", "C", "O", "C", "C", "C", "N", "C", "N", "H", "H", "H", "H", "H", "H", "H", "H", "H", "H", "H", "C", "Cl", "Cl", "Cl", "H", "C", "Cl", "Cl", "Cl", "H", "C", "Cl", "Cl", "Cl", "H", "C", "Cl", "Cl", "Cl", "H", "C", "Cl", "Cl", "Cl", "H", "C", "Cl", "Cl", "Cl", "H", "C", "Cl", "Cl", "Cl", "H", "C", "Cl", "Cl", "Cl", "H", "C", "Cl", "Cl", "Cl", "H", "C", "Cl", "Cl", "Cl", "H", "C", "Cl", "Cl", "Cl", "H", "C", "Cl", "Cl", "Cl", "H"], "xyz": [[5.3211, -0.8108, 1.5416], [5.2667, 0.6203, 2.2880], [3.9696, 0.9667, 2.8438], [3.0600, 1.4518, 1.8335], [2.0620, 0.2163, 1.5048], [1.5581, -0.3403, 0.1601], [0.7467, -1.4690, 0.5916], [0.7221, -1.6044, 2.0359], [1.5387, -0.5459, 2.6210], [5.7371, -0.6294, 0.4762], [4.3133, -1.3470, 1.4697], [6.0302, -1.5328, 2.0945], [5.9889, 0.5454, 3.1889], [5.6362, 1.4262, 1.5408], [3.5795, 1.8592, 0.8940], [2.3811, 2.2984, 2.2135], [1.8274, 0.0595, -0.8675], [0.2803, -2.0866, -0.0930], [0.1910, -2.3929, 2.6670], [1.7584, -0.3629, 3.6095], [-3.0723, -3.8143, 2.6652], [-3.1658, -2.8417, 1.1909], [-3.8222, -5.3956, 2.4173], [-1.3864, -4.0010, 3.1811], [-3.6164, -3.2961, 3.4529], [-3.9839, -6.2167, -1.3797], [-3.1154, -4.7139, -1.7293], [-5.7007, -6.0465, -1.7694], [-3.2736, -7.5671, -2.2736], [-3.8930, -6.4248, -0.3151], [-1.7648, 2.1954, 0.3774], [-2.1260, 2.9839, 1.9196], [-0.5395, 0.9317, 0.5968], [-3.2349, 1.5188, -0.3354], [-1.3662, 2.9442, -0.3053], [-6.6147, -10.3311, -1.4534], [-6.6591, -9.5186, -3.0244], [-6.5236, -12.0850, -1.6629], [-5.2486, -9.7483, -0.4898], [-7.5343, -10.0969, -0.9204], [-3.9782, 4.0033, -3.8110], [-4.8223, 2.4509, -3.9072], [-2.4524, 3.8265, -2.9306], [-3.6900, 4.6559, -5.4286], [-4.6090, 4.7034, -3.2661], [8.6943, 2.5913, 0.9846], [7.1985, 2.5813, 0.0355], [8.7791, 4.0369, 2.0024], [8.8120, 1.1290, 1.9734], [9.5359, 2.6077, 0.2962], [-8.5965, 1.4829, -3.9789], [-8.5003, 2.5684, -2.5836], [-9.4684, 0.0030, -3.5556], [-9.3743, 2.2940, -5.3444], [-7.5839, 1.2123, -4.2724], [-11.6658, 3.7084, -0.6693], [-11.5709, 4.7936, 0.7255], [-12.5366, 2.2271, -0.2474], [-12.4421, 4.5188, -2.0369], [-10.6534, 3.4382, -0.9621], [4.7974, 5.6057, -0.4503], [3.9488, 4.0527, -0.5541], [6.3184, 5.4261, 0.4345], [5.0911, 6.2606, -2.0663], [4.1651, 6.3052, 0.0932], [11.4918, -0.6167, -0.4455], [10.8787, 0.9139, -1.0906], [13.0702, -0.3813, 0.3163], [10.3437, -1.3175, 0.7053], [11.6120, -1.3116, -1.2745], [1.4991, 8.5405, 0.7753], [1.3955, 9.4971, -0.7081], [0.7583, 6.9493, 0.5427], [3.1839, 8.3713, 1.2904], [0.9522, 9.0621, 1.5587], [0.7598, -6.1431, 1.1031], [0.6656, -5.1693, -0.3740], [0.0087, -7.7238, 0.8533], [2.4418, -6.3271, 1.6196], [0.2150, -5.6254, 1.8902]], "atomic_forces_ev_per_a": [[0.4, 0.0, -0.3], [1.3, -0.8, -0.1], [-0.2, 0.8, -1.5], [-1.3, -0.9, -0.3], [-0.2, -1.0, -2.1], [1.7, -0.4, 6.3], [1.9, 1.3, 2.9], [1.8, 2.3, -1.3], [-1.5, -1.8, -6.0], [-0.7, -0.6, 1.7], [1.3, 0.9, 0.1], [-1.1, 1.2, -0.9], [-1.3, 0.5, -1.5], [-0.8, -1.2, 1.6], [-0.7, -0.9, 1.3], [1.2, -1.2, -0.2], [-0.8, -1.1, 1.6], [0.2, 0.2, 1.0], [0.8, 1.4, -1.5], [-0.2, -0.3, -0.7], [-0.5, 0.0, -0.3], [0.1, 0.0, 0.3], [0.2, 0.2, 0.1], [-0.1, -0.2, 0.3], [0.2, -0.1, -0.1], [-0.1, -0.2, -0.1], [0.0, -0.1, 0.0], [0.2, 0.0, 0.1], [0.0, 0.3, 0.1], [0.0, 0.1, -0.2], [-0.6, 0.1, 0.1], [0.1, 0.0, -0.2], [-1.5, 1.5, -0.2], [0.2, 0.0, 0.1], [0.0, -0.2, 0.1], [-0.1, -0.1, -0.1], [0.0, -0.1, 0.2], [0.0, 0.2, 0.1], [-0.2, -0.1, 0.1], [0.2, 0.0, -0.1], [-0.1, 0.1, -0.2], [0.1, 0.1, 0.1], [0.0, 0.1, -0.1], [0.0, -0.1, 0.3], [0.1, -0.2, -0.1], [-0.1, 0.0, 0.2], [0.5, -0.6, -0.3], [0.1, -0.1, 0.0], [-0.1, 0.5, 0.0], [-0.2, 0.0, 0.2], [-0.2, -0.1, -0.2], [0.1, 0.0, 0.0], [0.1, 0.1, 0.0], [0.1, -0.1, 0.2], [-0.2, 0.1, 0.1], [-0.1, 0.0, 0.0], [0.0, -0.1, -0.1], [0.1, 0.1, -0.1], [0.1, -0.1, 0.1], [-0.2, 0.0, 0.0], [0.4, 0.4, 0.0], [-0.1, 0.0, 0.0], [-0.6, 0.7, 0.0], [-0.1, -0.1, 0.2], [0.1, -0.2, -0.1], [0.1, -0.1, 0.2], [0.1, -0.1, -0.1], [-0.2, 0.0, -0.1], [0.3, -0.3, -0.3], [-0.1, 0.2, 0.2], [0.0, 0.1, -0.2], [0.0, -0.1, 0.2], [0.0, 0.1, 0.1], [-0.1, 0.1, 0.1], [0.1, -0.1, -0.1], [0.0, -0.3, 0.1], [-0.1, 0.1, 0.0], [0.0, 0.3, 0.0], [-0.2, 0.1, 0.0], [0.1, -0.2, -0.2]], "gap_ev": 8.78, "e_homo_ev": -12.092, "e_tot_ev": -474863.2754, "lumo_energy_ev": -3.32, "total_charge": 1}

***

(3)
{"formula": "C18H23ClN2O3S", "method": "wB97M-V/def2-TZVPD", "elements": ["C", "N", "C", "H", "C", "O", "C", "C", "C", "C", "C", "C", "H", "H", "Cl", "H", "H", "H", "H", "H", "C", "C", "C", "C", "C", "C", "C", "H", "S", "O", "O", "N", "C", "H", "H", "H", "C", "H", "H", "H", "H", "H", "H", "H", "H", "H", "H", "H"], "xyz": [[-0.4402, 2.1054, 3.1722], [-0.3920, 1.3007, 1.9691], [0.9533, 0.8391, 1.6723], [1.7009, 1.6427, 1.7706], [1.3468, -0.3390, 2.5652], [2.4653, -0.9574, 1.9650], [3.0029, -2.0571, 2.5539], [2.5374, -2.6467, 3.7249], [3.1673, -3.7691, 4.2374], [4.2609, -4.3065, 3.5846], [4.7356, -3.7303, 2.4149], [4.1088, -2.6137, 1.9062], [4.4582, -2.1480, 0.9988], [5.5887, -4.1551, 1.9102], [5.0437, -5.7079, 4.2301], [2.8033, -4.2229, 5.1458], [1.6853, -2.2460, 4.2500], [1.6020, -0.0038, 3.5787], [0.5013, -1.0372, 2.6219], [0.9785, 0.4793, 0.6416], [-0.9774, 1.9994, 0.8345], [-1.2160, 1.0592, -0.3159], [-1.7111, -0.2195, -0.0767], [-1.9279, -1.1048, -1.1179], [-1.6684, -0.7166, -2.4235], [-1.1887, 0.5564, -2.6577], [-0.9578, 1.4437, -1.6249], [-0.5575, 2.4180, -1.8594], [-0.9407, 1.1094, -4.3467], [-0.0104, 2.1985, -4.3471], [-0.6850, -0.0266, -5.1798], [-2.4285, 1.7308, -4.7997], [-3.4706, 0.7478, -4.9467], [-3.0277, -0.1220, -5.4246], [-3.9080, 0.4573, -3.9818], [-4.2572, 1.1487, -5.5865], [-2.8047, 2.9415, -4.1169], [-3.2040, 2.7464, -3.1122], [-3.5596, 3.4665, -4.7028], [-1.9138, 3.5597, -4.0427], [-1.8083, -1.3863, -3.2567], [-2.2986, -2.0980, -0.9145], [-1.9053, -0.5122, 0.9435], [-0.3551, 2.8475, 0.5008], [-1.9422, 2.4029, 1.1609], [0.1534, 3.0288, 3.0900], [-0.0622, 1.5235, 4.0096], [-1.4746, 2.3737, 3.3820]], "atomic_forces_ev_per_a": [[0.0, 0.0, 0.0], [0.0, 0.1, -0.1], [0.1, -0.3, 0.1], [0.0, 0.0, -0.1], [-0.2, 0.2, 0.0], [0.2, 0.0, -0.1], [0.2, -0.2, 0.1], [-0.2, 0.3, -0.2], [0.2, -0.1, -0.1], [-0.2, 0.1, 0.0], [-0.1, 0.0, 0.1], [-0.2, 0.2, 0.0], [0.1, 0.1, -0.1], [0.1, 0.0, 0.0], [0.1, -0.2, 0.1], [0.0, -0.1, 0.1], [-0.1, 0.1, 0.0], [0.0, -0.1, 0.0], [0.1, 0.1, 0.0], [0.1, 0.0, 0.1], [0.0, 0.0, 0.1], [0.0, 0.0, -0.2], [0.0, 0.1, -0.1], [0.0, 0.0, 0.0], [0.0, -0.2, -0.1], [0.1, 0.2, -0.7], [0.0, 0.1, 0.2], [0.1, 0.2, 0.1], [-0.2, 0.1, -0.2], [-0.2, 0.1, 0.3], [-0.2, -0.2, 0.2], [1.0, -0.3, 0.1], [-0.2, -0.4, -0.1], [-0.2, -0.1, -0.1], [0.0, 0.0, 0.0], [0.0, 0.0, 0.0], [0.0, 0.4, 0.2], [0.0, 0.0, 0.0], [0.0, 0.0, 0.0], [-0.1, 0.2, 0.1], [0.0, -0.1, -0.1], [0.0, -0.1, 0.0], [0.0, -0.1, 0.1], [-0.1, 0.0, 0.0], [0.1, 0.1, 0.0], [0.0, 0.0, 0.0], [0.0, 0.1, 0.1], [0.0, 0.0, 0.1]], "smiles": "CN(CCOc1ccc(Cl)cc1)Cc1cccc(S(=O)(=O)N(C)C)c1", "gap_ev": 9.09, "e_homo_ev": -8.500, "e_tot_ev": -51518.7407, "lumo_energy_ev": 0.59}

***

(4)
{"formula": "C18H23CoN4O10", "method": "wB97M-V/def2-TZVPD", "elements": ["Co", "C", "C", "O", "C", "C", "O", "C", "C", "O", "C", "C", "O", "H", "H", "H", "H", "H", "H", "H", "H", "H", "H", "H", "H", "H", "H", "H", "H", "O", "C", "O", "C", "C", "C", "C", "C", "C", "N", "O", "O", "N", "O", "O", "H", "H", "H", "N", "C", "C", "N", "C", "H", "H", "H", "H"], "xyz": [[-0.2368, 1.1313, 0.5028], [-1.8923, -0.0304, 2.5410], [-2.9196, 0.9550, 2.0447], [-2.4364, 1.5368, 0.8209], [-2.5778, 2.9571, 0.7631], [-1.4405, 3.6101, 1.5134], [-0.2397, 3.1497, 0.8797], [0.9852, 3.6492, 1.4525], [1.5095, 2.6900, 2.4895], [1.6823, 1.4569, 1.8014], [1.7653, 0.3024, 2.6265], [0.4029, 0.0065, 3.2713], [-0.6194, 0.6501, 2.4943], [-1.8400, -0.9120, 1.9042], [-2.1201, -0.3198, 3.5693], [-3.0702, 1.7474, 2.7811], [-3.8728, 0.4585, 1.8594], [-3.5453, 3.2729, 1.1570], [-2.5247, 3.2281, -0.2910], [-1.4315, 3.3281, 2.5699], [-1.5016, 4.6977, 1.4318], [0.8135, 4.6470, 1.8570], [1.6909, 3.7212, 0.6255], [0.7987, 2.5764, 3.3132], [2.4611, 3.0436, 2.8961], [2.5364, 0.4268, 3.3897], [2.0516, -0.5019, 1.9559], [0.3273, 0.3869, 4.2918], [0.2315, -1.0707, 3.2884], [-1.6969, -1.5338, -0.4153], [-0.4752, -1.5136, -0.4168], [0.2593, -0.6211, 0.1727], [0.3034, -2.5511, -1.1775], [-0.3616, -3.6603, -1.6872], [0.3573, -4.5814, -2.4212], [1.7068, -4.4474, -2.6878], [2.3234, -3.3236, -2.1768], [1.6585, -2.3782, -1.4214], [3.7593, -3.1100, -2.4664], [4.3683, -4.0272, -2.9644], [4.2428, -2.0557, -2.1070], [-0.3497, -5.7663, -2.9644], [0.3142, -6.5686, -3.5805], [-1.5147, -5.8979, -2.6617], [-1.4192, -3.7933, -1.5134], [2.2440, -5.1804, -3.2699], [2.1845, -1.5181, -1.0376], [-0.9839, 1.0657, -3.4272], [0.3390, 1.4301, -3.5153], [0.7428, 1.6564, -2.2406], [-0.3210, 1.4458, -1.3863], [-1.3414, 1.0748, -2.1341], [-1.5847, 0.8173, -4.1955], [0.8604, 1.4927, -4.4530], [1.7136, 1.9517, -1.8829], [-2.3167, 0.7988, -1.7688]], "atomic_forces_ev_per_a": [[-0.3, 0.5, 0.7], [0.1, 0.1, 0.1], [0.1, 0.1, -0.1], [-0.2, -0.1, 0.0], [0.1, 0.0, 0.0], [0.0, 0.1, -0.1], [-0.1, 0.0, 0.1], [-0.1, 0.0, -0.1], [0.0, 0.0, 0.0], [0.2, 0.0, -0.1], [-0.1, 0.0, 0.0], [0.0, 0.0, 0.0], [-0.1, -0.2, 0.0], [0.0, 0.0, -0.1], [0.0, 0.0, 0.0], [0.0, 0.0, 0.0], [0.0, 0.0, 0.0], [0.0, 0.0, 0.0], [0.0, 0.0, 0.0], [0.0, 0.0, 0.0], [0.0, 0.0, 0.0], [0.0, 0.0, 0.0], [0.0, 0.0, 0.0], [0.0, 0.0, 0.0], [0.0, 0.0, 0.0], [0.0, 0.0, 0.0], [0.0, 0.0, 0.0], [0.0, 0.0, 0.0], [0.0, 0.0, 0.0], [-0.1, 0.1, 0.0], [0.0, 0.1, 0.0], [0.1, -0.6, -0.1], [0.0, -0.1, 0.0], [0.0, 0.1, 0.0], [-0.1, 0.0, -0.2], [-0.1, 0.1, 0.0], [0.1, 0.1, -0.2], [-0.1, 0.0, 0.0], [0.1, -0.2, 0.7], [0.0, 0.0, -0.3], [0.0, 0.1, -0.2], [0.3, -0.3, 0.7], [0.0, 0.1, -0.3], [-0.2, 0.1, -0.2], [0.0, 0.0, 0.0], [0.0, 0.0, 0.0], [0.0, 0.0, 0.0], [0.0, 0.0, 0.0], [0.0, 0.0, 0.0], [0.0, 0.1, 0.0], [0.3, -0.2, -0.4], [-0.1, 0.1, 0.0], [0.0, 0.0, 0.0], [0.0, 0.0, 0.0], [0.0, 0.0, 0.0], [0.0, -0.1, 0.0]], "gap_ev": [9.80, 9.81], "e_homo_ev": [-12.549, -12.545], "e_tot_ev": -83090.5591, "lumo_energy_ev": [-2.75, -2.74], "multiplicity": 2, "total_charge": 1}